Entry from the Open Molecules 2025 dataset: a structure of composition C17H31F5P2Sn at a distorted geometry (ωB97M-V with the def2-TZVPD basis set).

Geometry (Å):
P  0.151  -1.549  -3.060
P  0.104  1.563  -2.963
C  -0.211  -0.655  -4.662
C  0.339  0.773  -4.641
H  -1.304  -0.658  -4.785
H  0.232  -1.239  -5.480
H  1.419  0.786  -4.851
H  -0.166  1.403  -5.386
C  -1.526  2.358  -3.291
H  -1.734  3.063  -2.476
H  -2.305  1.586  -3.291
H  -1.524  2.888  -4.254
C  1.205  3.016  -3.198
H  0.973  3.563  -4.124
H  2.243  2.657  -3.226
H  1.084  3.677  -2.330
C  -0.962  -2.990  -3.308
H  -0.777  -3.704  -2.495
H  -0.795  -3.474  -4.281
H  -1.999  -2.636  -3.238
C  1.752  -2.313  -3.558
H  2.529  -1.538  -3.564
H  1.676  -2.777  -4.552
H  2.017  -3.071  -2.810
Sn  0.880  -0.124  4.324
C  0.648  1.309  1.672
C  -0.686  1.252  1.592
C  -1.466  0.527  0.550
C  -1.872  -0.904  0.983
C  -0.791  -1.728  1.605
C  0.519  -1.657  1.339
C  1.173  -0.796  0.302
C  1.626  0.606  0.781
C  0.143  -2.013  5.134
H  1.117  1.992  2.395
H  -1.284  1.779  2.347
H  -0.945  0.511  -0.418
H  -2.395  1.090  0.362
H  -2.683  -0.797  1.717
H  -2.303  -1.444  0.121
H  -1.141  -2.496  2.304
H  1.202  -2.316  1.894
H  0.537  -0.713  -0.594
H  2.075  -1.327  -0.039
H  2.587  0.496  1.310
H  1.847  1.242  -0.100
H  0.807  -2.207  5.990
H  0.295  -2.775  4.352
H  -0.911  -1.976  5.444
F  -1.707  1.252  5.316
C  -0.356  1.496  5.406
F  -0.116  2.725  4.811
C  0.082  1.556  6.875
F  -0.383  0.472  7.571
F  1.456  1.563  6.990
F  -0.375  2.674  7.486

Calculated values
ΔE to the lowest compared entry with this formula, charge and spin	0.0	kcal/mol
HOMO-LUMO gap	7.5100	eV
LUMO	-0.073	eV